Here is a 11-piece molecular cluster, C45H60N6O15 overall at a distorted geometry from the OMol25 dataset. Energies are from ωB97M-V with the def2-TZVPD basis set.

The geometry in XYZ format:
```
126
Properties=species:S:1:pos:R:3:forces:R:3
C 12.5322 17.3852 13.3928 0.335 -1.510 0.867
O 12.2115 18.7011 12.9684 -1.653 -2.715 -2.381
C 12.5811 19.7667 13.5328 0.240 3.971 0.849
O 12.2631 20.8920 13.1269 0.986 -2.073 1.075
O 13.3245 19.4918 14.6240 -0.035 -0.814 -0.020
C 14.0128 20.4856 15.3236 0.004 1.324 -0.145
H 13.5828 17.1338 13.2476 0.179 0.559 0.409
H 12.0485 16.5536 12.8804 -0.602 1.001 -1.052
H 12.1764 17.1672 14.3997 0.519 0.603 0.348
H 14.2172 21.3260 14.6602 0.269 -0.033 -0.085
H 14.9342 20.0560 15.7168 -0.125 -0.034 -0.054
H 13.4146 20.9140 16.1278 -0.106 -0.299 0.175
C 11.9010 7.7903 14.8696 0.717 0.611 0.309
O 11.3597 9.0933 14.5799 -1.041 1.334 -0.864
C 12.0571 10.2650 14.4571 -2.460 2.156 -0.666
O 11.5824 11.3752 14.0587 1.496 -4.700 1.480
O 13.2552 10.0534 14.8979 2.331 -0.360 0.447
C 14.2251 11.0939 14.9449 0.249 1.551 -0.064
H 12.5272 7.4312 14.0528 -0.107 0.082 -0.095
H 11.0674 7.1087 15.0381 -0.082 0.357 -0.198
H 12.5097 7.8219 15.7732 -0.021 0.050 0.008
H 14.3312 11.6219 13.9972 -0.394 -0.123 -0.163
H 15.2326 10.7731 15.2097 -0.396 -1.013 0.007
H 13.9704 11.8441 15.6935 -0.411 -0.055 -0.015
C 13.9767 11.4808 23.6648 1.385 0.476 -1.013
O 13.8834 12.6551 22.7956 -1.350 -0.113 -0.430
C 12.8174 12.6987 21.9054 0.722 -2.208 2.031
O 11.9152 11.8764 21.9492 1.200 1.682 -0.527
O 12.9768 13.6412 21.0089 -0.319 1.364 -1.248
C 13.9111 14.7506 21.1500 0.772 -0.249 1.810
H 14.9439 11.6740 24.1289 -0.387 0.121 0.728
H 14.2307 10.6167 23.0508 -0.767 -0.169 -0.139
H 13.1542 11.2995 24.3568 0.035 0.335 -0.301
H 13.9538 15.4956 20.3556 -0.781 -0.812 -0.526
H 14.9244 14.3971 21.3409 -0.046 -0.340 -0.362
H 13.6843 15.3067 22.0597 -0.386 -0.044 0.025
C 9.8985 14.1196 14.3810 -1.020 1.324 -1.198
O 9.4467 15.0551 15.4020 0.182 -0.313 0.075
C 9.1730 16.3540 15.1058 1.594 -2.736 -5.056
O 9.2965 16.8497 13.9880 -0.122 -0.397 1.269
O 8.7617 16.8874 16.1525 -1.640 2.068 4.263
C 8.1856 18.1963 16.1425 -0.437 0.212 -0.237
H 9.2199 14.1419 13.5282 -0.457 0.157 0.062
H 9.8440 13.0885 14.7302 0.686 0.606 0.480
H 10.8104 14.4854 13.9089 0.512 -0.475 0.672
H 8.3047 18.6672 17.1183 0.864 -0.116 -0.172
H 7.0985 18.1386 16.0886 -0.048 -0.421 -0.555
H 8.5814 18.7461 15.2885 -0.018 0.207 0.310
C 12.2696 13.2167 11.8788 -0.125 -1.182 0.725
O 11.9119 14.4984 11.4138 -0.432 1.912 -0.523
C 10.6489 14.7836 11.0230 -0.364 -1.279 -0.909
O 9.7965 13.9377 10.8942 -0.182 0.321 0.243
O 10.5178 16.0698 10.6885 0.120 0.479 -0.060
C 9.3146 16.5985 10.0168 -0.025 -0.563 1.030
H 12.5574 13.3027 12.9266 0.009 0.116 -0.103
H 13.1179 12.8049 11.3321 0.087 0.472 -0.313
H 11.4804 12.4671 11.8212 -0.274 0.423 -0.131
H 9.6512 17.2019 9.1738 0.019 -0.394 0.035
H 8.7432 17.2292 10.6979 0.616 0.241 0.357
H 8.5719 15.8344 9.7872 0.637 -0.405 -0.476
C 17.6426 19.2412 20.2630 0.215 -2.089 1.776
C 17.9088 18.5173 21.4881 0.053 -0.081 -0.777
C 18.3517 17.1900 21.4414 -0.327 1.259 -3.296
N 18.4863 16.5954 20.2128 0.733 -0.795 -0.141
C 18.2904 17.2282 19.0387 -1.724 1.226 2.481
C 17.7927 18.5454 19.0738 0.246 0.678 0.149
H 17.2360 20.2417 20.2746 0.082 0.042 0.089
H 17.7457 18.8971 22.4858 -0.035 0.627 -0.102
H 18.6236 16.6118 22.3121 -0.177 -0.086 0.004
H 18.2444 16.7458 18.0735 0.684 -0.646 0.135
H 17.4851 19.0853 18.1904 0.246 -0.246 -0.419
C 8.5420 10.6569 18.9750 3.037 2.379 -0.229
C 9.7137 11.2237 19.6356 -1.666 -1.590 -1.620
C 10.7328 11.7976 18.8407 -1.366 -0.315 1.057
N 10.6443 11.9132 17.5414 -0.880 -0.731 -2.556
C 9.5552 11.3978 16.8594 0.863 0.188 2.533
C 8.4983 10.8127 17.5568 -0.235 0.045 1.162
H 7.7529 10.2844 19.6113 -0.177 -0.241 -0.371
H 9.8045 11.0877 20.7031 0.217 0.308 0.023
H 11.6111 12.2260 19.3007 0.071 0.001 0.151
H 9.5541 11.4290 15.7798 0.132 0.195 0.020
H 7.5837 10.5651 17.0385 0.061 -0.347 -0.225
C 19.1707 13.5179 17.8606 0.298 -0.068 -0.658
C 17.8676 13.2479 17.3968 2.225 0.068 0.187
C 17.8325 12.6755 16.1410 0.240 -0.733 -1.856
N 18.8762 12.3971 15.2904 0.507 1.491 1.689
C 20.1058 12.8193 15.7218 -2.161 -0.662 0.473
C 20.2768 13.3331 17.0092 -0.414 -0.220 -0.242
H 19.3479 13.8763 18.8638 -0.107 0.178 0.090
H 17.0266 13.4667 18.0382 -0.217 -0.229 -0.321
H 16.9062 12.3786 15.6716 -0.422 0.047 0.284
H 20.9303 12.6727 15.0398 0.106 -0.028 -0.017
H 21.2954 13.5341 17.3066 -0.052 0.230 0.349
C 16.9400 11.8207 9.9227 0.884 0.033 1.105
C 17.0125 11.8626 11.3501 -0.407 0.099 -2.647
C 16.4041 12.9439 11.9022 -0.037 1.117 0.193
N 15.9223 14.0102 11.2285 -0.290 -0.106 -0.021
C 15.9212 13.9895 9.8820 0.478 -0.613 1.511
C 16.4145 12.8944 9.1968 -0.009 -0.890 0.277
H 17.4263 10.9882 9.4359 -0.191 -0.077 -0.348
H 17.5075 11.1661 12.0107 -0.057 -0.381 -0.368
H 16.4120 12.9132 12.9817 -0.374 0.870 0.349
H 15.5638 14.8559 9.3454 -0.161 0.161 0.174
H 16.3477 12.8791 8.1189 0.183 -0.139 -0.075
C 15.0234 15.2443 17.2706 -0.762 1.792 -2.794
C 15.5341 15.5837 15.9638 0.141 -1.516 1.707
C 14.8518 15.1587 14.8084 -0.070 0.083 1.398
N 13.6617 14.5780 14.8936 -1.141 0.445 1.013
C 13.0392 14.5704 16.1165 0.704 -0.865 -1.854
C 13.6707 14.8868 17.2881 0.849 0.075 0.853
H 15.5576 15.5481 18.1587 0.150 -0.206 0.098
H 16.5423 15.9698 15.9345 0.072 0.167 -0.353
H 15.2585 15.2633 13.8134 0.197 0.036 -0.107
H 12.0485 14.1407 16.1356 -0.209 0.109 -0.057
H 13.1196 14.8443 18.2159 -0.064 -0.246 0.090
C 17.5973 16.4667 13.1657 -0.465 -0.887 -1.927
C 17.1957 17.6317 13.7328 1.265 2.727 1.381
C 17.9585 18.2001 14.8141 -1.175 -2.346 0.158
N 18.8964 17.4843 15.4736 -0.293 -1.145 -2.086
C 19.1818 16.2772 14.8768 -0.366 0.238 0.021
C 18.5844 15.7098 13.7096 2.012 1.211 2.980
H 17.2020 16.1486 12.2123 -0.583 -0.069 0.024
H 16.4487 18.2548 13.2635 -0.201 -0.068 0.010
H 17.6485 19.0973 15.3292 0.042 0.408 -0.364
H 19.9526 15.6989 15.3644 0.136 0.023 0.201
H 19.0328 14.7876 13.3706 -0.465 -0.070 -0.368
```
Positions in Å, forces in eV/Å.

Values from the calculation:
LUMO = 0.33 eV
SMILES string = COC(=O)OC.COC(=O)OC.COC(=O)OC.COC(=O)OC.COC(=O)OC.c1ccncc1.c1ccncc1.c1ccncc1.c1ccncc1.c1ccncc1.c1ccncc1
gap between HOMO and LUMO = 9.455 eV



Here is C17H15Cl3O6Pd as an isolated structure at a distorted geometry from the OMol25 dataset. Energies are from ωB97M-V with the def2-TZVPD basis set.

The geometry in XYZ format:
```
42
Properties=species:S:1:pos:R:3:forces:R:3
Pd 0.2414 1.1860 1.0931 0.317 -0.856 -0.617
Cl 6.3812 -0.6635 4.3373 0.312 -0.066 0.247
C 5.0752 -0.3316 3.2701 -0.731 -0.313 0.126
C 5.3606 0.0799 1.9610 -0.673 0.018 -0.043
C 4.3249 0.3961 1.1173 -0.105 -0.374 0.043
Cl 4.6361 1.0113 -0.4510 0.176 0.057 -0.341
C 2.9528 0.2100 1.4736 0.049 -0.521 0.936
O 2.0397 0.3391 0.5917 -0.761 0.974 -0.339
C 2.7010 -0.1685 2.8469 0.080 0.437 -0.901
C 1.3707 -0.2541 3.3355 -0.228 -0.131 -0.568
O 0.3106 -0.1627 2.6616 0.320 0.849 0.704
C 3.7789 -0.4232 3.7157 0.510 0.023 -0.122
H 6.3822 0.1694 1.6285 0.088 0.111 -0.015
H 1.2616 -0.3960 4.4204 -0.102 -0.424 -0.133
H 3.5725 -0.7062 4.7365 0.043 -0.014 0.154
C 3.3022 5.7040 -0.0948 -0.089 -0.038 0.006
C 3.0857 4.7216 1.0114 -0.307 -0.062 0.084
C 4.1388 4.1967 1.7356 -0.231 -0.085 -0.004
C 3.9055 3.3210 2.7870 -0.352 0.064 -0.058
Cl 5.2377 2.7450 3.7202 0.319 0.196 0.296
C 2.6181 2.9550 3.1271 -0.009 0.312 -0.137
C 1.5373 3.4724 2.4085 -0.072 0.648 0.214
C 1.7664 4.3773 1.3654 0.473 -0.120 0.477
O 0.8066 5.0583 0.6821 0.015 0.084 -0.106
C -0.5473 4.7223 0.8757 0.004 -0.210 0.063
C -0.7556 3.2278 0.5974 -0.687 1.755 0.038
O -1.4603 2.5526 1.3948 0.370 -0.989 0.345
O -0.1541 2.7353 -0.3782 0.885 -1.129 0.186
H 4.3596 5.9111 -0.2376 0.035 0.011 -0.004
H 2.7753 6.6296 0.1347 0.046 0.100 -0.098
H 2.8818 5.3138 -1.0207 0.007 0.053 -0.100
H 5.1462 4.5001 1.4985 0.144 -0.036 -0.035
H 2.4405 2.3161 3.9796 0.042 0.032 0.012
H 0.5365 3.2929 2.8011 0.189 0.015 -0.220
H -1.0970 5.3156 0.1425 -0.040 -0.090 0.083
H -0.8965 4.9753 1.8848 0.071 -0.120 -0.138
C -1.9194 -1.3579 0.2304 -0.158 -0.057 -0.031
O -1.7615 0.0023 -0.1403 -0.318 0.183 0.047
H -2.8561 -1.7602 -0.1699 0.099 -0.083 0.079
H -1.8981 -1.4806 1.3185 0.011 -0.070 -0.080
H -1.0836 -1.8988 -0.2105 -0.040 -0.030 0.058
H -2.4930 0.5178 0.2322 0.299 -0.103 -0.111
```
Positions in Å, forces in eV/Å.

Values from the calculation:
energy relative to the best compared isomer or geometry (same formula, charge and spin) = 0.7426 eV
LUMO (spin up / spin down) = -1.74 / -1.74 eV
gap between HOMO and LUMO (spin up / spin down) = 6.377 / 6.370 eV



Here is a 2-piece molecular cluster, C5H13NO2 overall at a distorted geometry from the OMol25 dataset. Energies are from ωB97M-V with the def2-TZVPD basis set.

The geometry in XYZ format:
```
21
Properties=species:S:1:pos:R:3:forces:R:3
C 0.6142 -0.6948 1.2458 0.375 0.370 -0.831
C 1.5455 0.5037 1.2376 0.312 0.852 -1.439
C 1.7477 1.1216 -0.1521 -0.778 0.317 1.376
C 1.8301 0.4359 -1.3520 -0.069 -0.584 -0.778
N -0.7227 -0.2097 1.0498 -0.957 0.611 0.434
C -1.8059 -1.1075 0.9697 -0.088 -0.139 0.430
O -1.9613 -1.8512 -0.2471 -0.134 0.005 0.053
H 0.6864 -1.2242 2.1712 -0.069 -0.531 0.760
H 0.8535 -1.3477 0.4159 0.527 -0.513 -0.074
H 1.0389 1.3209 1.7541 0.166 -0.223 0.689
H 2.5267 0.3086 1.7154 -0.141 -0.391 0.181
H 1.8070 2.2039 -0.0584 0.201 0.010 -0.540
H 1.8359 0.9123 -2.3246 0.223 0.407 0.016
H 1.5555 -0.6097 -1.4585 0.021 -0.092 0.277
H -0.7143 0.5227 0.3488 0.014 0.061 -0.048
H -1.7141 -1.8541 1.7587 0.261 -0.203 -0.076
H -2.7385 -0.5888 1.2160 -0.105 0.235 -0.363
H -2.1777 -1.2132 -0.9360 0.164 -0.146 -0.134
H -0.7018 1.3847 -2.7583 0.220 -0.296 0.570
H -1.8883 0.9037 -1.8443 0.582 0.216 -0.116
O -1.6170 1.0828 -2.7520 -0.726 0.032 -0.386
```
Positions in Å, forces in eV/Å.

Values from the calculation:
total charge = -1
energy relative to the best compared isomer or geometry (same formula, charge and spin) = 2.6584 eV
LUMO (spin up / spin down) = 3.58 / 3.50 eV
multiplicity = 2
gap between HOMO and LUMO (spin up / spin down) = 2.623 / 7.229 eV



Short version: DFT total energy = -87286.05989, -71203.09207, -10978.27561 eV, in the order given.